Molecular formula: C5H13N2O
Method: DFT, the ωB97M-V functional and the def2-TZVPD basis

```
21
Properties=species:S:1:pos:R:3:forces:R:3
C -1.370 0.837 -2.100 0.298 -0.376 0.728
H -0.551 -1.242 -0.809 0.440 -0.447 0.145
N -1.561 0.218 -0.808 0.237 -0.654 0.163
N 2.837 -0.337 1.244 -0.129 -0.230 0.635
C -1.806 1.048 0.200 0.172 0.411 -0.528
H -0.424 0.509 -2.550 0.085 0.064 -0.091
H 2.818 0.672 1.201 -0.109 0.259 -0.427
H -1.732 2.108 -0.118 -0.285 0.106 0.307
C 1.376 -1.283 -0.484 0.762 -0.048 -0.161
H -2.163 -0.126 1.966 -0.130 0.019 0.109
H -2.153 0.522 -2.798 -0.159 0.326 -0.171
H 1.591 -0.394 -1.106 -0.401 0.044 0.033
H -1.326 1.932 -1.976 -0.167 0.042 -0.470
H 2.253 -1.918 -0.676 -0.283 -0.281 -0.025
O 0.198 -1.951 -0.830 -0.551 0.820 0.012
H 0.716 -0.127 1.216 -0.250 -0.018 -0.075
C 1.476 -0.872 0.973 -0.103 0.453 0.071
C -2.092 0.861 1.529 0.125 -0.010 -0.486
H 3.008 -0.480 2.234 0.200 -0.227 -0.013
H 1.279 -1.729 1.621 0.146 -0.115 -0.109
H -2.374 1.753 2.070 0.102 -0.140 0.352
```
Forces are in eV/Å.

The calculation puts the energy above the lowest of the compared OMol25 structures with the same formula, charge and spin at 0.932 eV. The gap between HOMO and LUMO is 6.2 eV. The multiplicity is 1. Its net charge is -1. The electronic energy comes out at -383.02961 hartree.

Atomic partial charges in e from the Mulliken method, atoms 1 to 4:
1 C -0.76
2 H 0.44
3 N -0.59
4 N -0.71

Molecular formula: C5H13N2O
Method: DFT, the ωB97M-V functional and the def2-TZVPD basis

```
21
Properties=species:S:1:pos:R:3:forces:R:3
H -0.805 -2.013 0.970 -0.197 -0.226 -0.737
C 0.812 1.838 -0.336 -3.066 -0.505 0.082
H 1.781 1.799 0.035 1.773 0.307 1.103
H -0.329 -0.604 -2.122 0.015 0.045 -0.017
H -1.811 -0.375 -0.115 -0.840 -3.660 -0.563
H -0.307 -0.367 2.206 -2.015 -2.904 0.900
O 0.082 -3.303 -0.204 -0.467 1.683 1.630
N 0.130 -2.426 0.760 0.996 -0.705 -1.263
C 0.567 -0.941 -1.583 3.016 -0.141 -0.546
N 0.763 -0.577 -0.249 -0.775 0.137 1.268
H 0.572 -2.061 -1.446 -0.152 0.153 -1.127
H 0.946 1.653 -1.409 -0.478 0.143 0.108
H -2.045 0.936 0.704 -0.689 1.419 0.182
C -1.491 0.580 -0.139 2.365 1.683 1.736
H -0.333 1.337 2.269 0.219 0.253 0.364
H 0.274 2.814 -0.161 0.699 -0.742 -0.107
H -1.668 1.006 -1.084 -0.489 0.852 -0.988
H 1.115 0.314 2.053 2.502 0.269 0.648
H 1.607 -0.644 -2.253 -2.629 -0.794 1.144
C 0.019 0.574 0.284 0.651 -0.505 -1.354
C 0.123 0.458 1.820 -0.441 3.237 -2.465
```
Forces are in eV/Å.

The calculation puts the energy above the lowest of the compared OMol25 structures with the same formula, charge and spin at 4.732 eV. The gap between HOMO and LUMO is 6.2 eV. The multiplicity is 1. Its net charge is -1. The electronic energy comes out at -382.88998 hartree.

Atomic partial charges in e from the Mulliken method, atoms 1 to 4:
1 H 0.18
2 C -1.62
3 H 0.48
4 H 0.21

Molecular formula: C5H13N2O
Method: DFT, the ωB97M-V functional and the def2-TZVPD basis

```
21
Properties=species:S:1:pos:R:3:forces:R:3
H -1.313 -0.436 3.458 0.913 -1.676 -1.558
C -0.223 -1.081 -2.078 -0.407 1.361 0.846
H -0.941 1.187 1.407 1.432 0.759 -1.156
H -0.093 1.087 -1.919 1.200 0.541 1.062
H -0.047 -1.736 3.072 0.013 -0.942 0.573
H 0.825 -1.149 -2.248 2.037 -0.125 -0.156
N 0.603 1.519 -1.108 -2.793 -1.533 -0.076
H 1.802 0.096 -0.023 -1.854 0.236 0.432
C -0.598 -0.936 2.637 -0.474 3.068 2.789
H 0.790 1.946 1.623 -0.555 0.338 -0.918
H -0.005 -1.744 -0.013 -0.108 -0.276 0.644
C 0.188 1.100 1.267 0.405 -3.237 2.019
H -0.560 -2.030 -2.485 -0.684 -1.022 0.703
O -0.765 -0.067 -2.786 -0.550 0.835 -0.101
C 0.690 0.435 -0.075 -1.356 0.382 -0.864
N 0.400 0.143 2.448 -0.351 -0.120 -0.745
H 1.338 -0.233 2.526 -0.087 0.107 -0.520
C -0.322 -0.831 -0.494 0.775 1.383 -1.526
H 1.471 1.627 -1.540 1.629 0.126 -0.818
H -1.393 -0.547 -0.314 0.953 -0.256 0.209
H -1.192 -1.298 1.829 -0.138 0.050 -0.836
```
Forces are in eV/Å.

The calculation puts the energy above the lowest of the compared OMol25 structures with the same formula, charge and spin at 2.351 eV. The gap between HOMO and LUMO is 6.6 eV. The multiplicity is 1. Its SMILES is CNC[C@H](N)CC[O-]. Its net charge is -1. The electronic energy comes out at -382.97747 hartree.

Atomic partial charges in e from the Mulliken method, atoms 1 to 4:
1 H 0.22
2 C -0.67
3 H 0.29
4 H 0.44

Molecular formula: C5H13N2O
Method: DFT, the ωB97M-V functional and the def2-TZVPD basis

```
21
Properties=species:S:1:pos:R:3:forces:R:3
H 1.509 -0.935 0.525 -0.086 0.100 0.289
H -1.087 2.577 2.854 0.045 0.320 0.265
O 0.277 -2.049 -2.406 -0.311 0.155 -0.361
H 0.262 0.955 -0.877 0.128 -0.181 -0.044
C 0.670 -1.065 -0.163 -0.718 -0.330 -1.924
C 1.223 -1.600 -1.584 -0.119 0.021 1.190
H 1.147 1.369 1.450 -0.036 0.117 -0.187
H 0.027 1.359 3.545 -0.358 -0.180 -0.074
H -0.721 -0.046 1.708 -0.751 0.039 0.180
H -1.882 -0.982 -0.789 -0.152 -0.235 0.180
H -1.680 1.234 0.761 -0.159 -0.105 0.466
N -1.419 -0.180 -1.195 0.240 0.289 -0.196
H -0.992 -0.601 -2.037 -0.133 -0.196 0.139
H 1.820 -0.738 -1.987 0.288 -0.176 0.009
C -0.259 0.139 -0.353 0.329 0.630 0.100
N 0.226 1.802 1.440 -0.205 -0.320 0.413
C -0.074 2.187 2.826 0.957 -0.415 -0.553
C -0.716 0.770 0.973 0.823 -0.190 -0.514
H 1.917 -2.423 -1.249 0.360 0.343 -0.220
H 0.708 2.890 3.126 -0.477 0.460 0.106
H -0.015 -1.887 0.080 0.337 -0.146 0.736
```
Forces are in eV/Å.

The calculation puts the energy above the lowest of the compared OMol25 structures with the same formula, charge and spin at 0.909 eV. The gap between HOMO and LUMO is 6.1 eV. The multiplicity is 1. Its SMILES is CNC[C@H](N)CC[O-]. Its net charge is -1. The electronic energy comes out at -383.03045 hartree.

Atomic partial charges in e from the Mulliken method, atoms 1 to 4:
1 H 0.38
2 H 0.30
3 O -0.90
4 H 0.34

Molecular formula: C5H13N2O
Method: DFT, the ωB97M-V functional and the def2-TZVPD basis

```
21
Properties=species:S:1:pos:R:3:forces:R:3
N 1.295 -1.954 2.769 0.437 -0.207 -0.184
H 0.592 -2.325 3.387 0.218 0.266 -0.113
C -0.241 0.247 -0.971 -1.876 0.382 -0.871
H 0.262 -2.339 1.068 0.000 -0.112 -0.674
H 0.605 0.592 1.779 -0.161 0.276 -0.870
H -2.268 0.483 -1.791 0.097 0.302 0.408
C -0.028 -0.252 1.439 0.617 -1.711 0.929
H -1.782 0.128 0.495 0.276 0.426 -0.596
C 1.046 1.024 -0.899 -0.467 1.162 -1.607
N -0.860 -0.229 0.268 0.972 0.051 0.746
H 1.109 1.481 -1.918 -0.106 -0.667 0.206
H 2.185 -1.717 3.172 -0.298 0.144 -0.086
H 1.986 0.485 -0.767 -0.125 0.103 0.667
H -0.651 -0.408 2.327 -0.316 -0.112 -0.109
H -0.134 -0.557 -1.710 0.206 -0.310 0.325
H 0.885 1.967 -0.369 0.475 -0.297 0.903
C -1.363 1.155 -1.707 1.653 0.621 -0.274
H 1.778 -1.401 0.800 -0.139 -0.109 -0.031
O -0.932 1.656 -2.865 -0.246 -0.253 -0.430
C 0.893 -1.535 1.424 -0.657 0.685 1.293
H -1.520 2.023 -0.989 -0.560 -0.641 0.367
```
Forces are in eV/Å.

The calculation puts the energy above the lowest of the compared OMol25 structures with the same formula, charge and spin at 1.622 eV. The gap between HOMO and LUMO is 5.9 eV. The multiplicity is 1. Its SMILES is C[C@H](C[O-])NCCN. Its net charge is -1. The electronic energy comes out at -383.00425 hartree.

Atomic partial charges in e from the Mulliken method, atoms 1 to 4:
1 N -0.44
2 H 0.15
3 C 0.34
4 H 0.28

Molecular formula: C5H13N2O
Method: DFT, the ωB97M-V functional and the def2-TZVPD basis

```
21
Properties=species:S:1:pos:R:3:forces:R:3
C 1.068 -0.178 -1.749 -0.816 1.028 -1.421
H 1.915 0.078 0.518 5.774 3.134 0.138
H 0.507 -0.374 1.500 -0.023 -0.345 -0.669
O -1.734 0.455 -1.555 0.883 0.707 0.285
H -3.591 0.030 1.847 0.002 -0.588 -1.353
H -0.688 1.378 0.117 -0.216 -1.420 -0.857
C -1.994 -0.517 0.452 2.079 3.267 -0.449
H -1.761 -1.613 0.530 -0.799 1.138 0.892
N 3.119 0.500 0.819 -2.324 -1.200 0.876
H 3.217 0.623 1.804 -0.956 -0.157 0.731
C -0.999 0.396 -0.460 -3.194 -1.279 -0.250
C 0.932 -0.713 0.530 -4.692 -2.324 -1.710
H -3.522 1.221 0.537 1.713 0.607 -0.306
H 3.992 0.823 0.430 -0.697 -0.042 -1.897
N 0.183 -0.486 -0.643 4.454 1.692 4.484
H 0.524 -0.319 -2.690 0.715 -0.442 0.137
C -3.009 0.343 0.938 -1.413 -2.492 2.013
H 2.050 -0.541 -1.552 0.465 -1.410 -0.542
H 1.517 -1.629 0.567 0.483 0.389 -0.239
H -3.067 -0.386 -0.205 -0.555 -0.116 -0.246
H 1.340 0.907 -1.736 -0.881 -0.150 0.383
```
Forces are in eV/Å.

The calculation puts the energy above the lowest of the compared OMol25 structures with the same formula, charge and spin at 11.799 eV. The gap between HOMO and LUMO is 5.3 eV. The multiplicity is 1. Its net charge is +1. The electronic energy comes out at -382.42805 hartree.

Atomic partial charges in e from the Mulliken method, atoms 1 to 4:
1 C -1.10
2 H 0.41
3 H 0.39
4 O -0.79

Molecular formula: C5H13N2O
Method: DFT, the ωB97M-V functional and the def2-TZVPD basis

```
21
Properties=species:S:1:pos:R:3:forces:R:3
H 3.209 -0.912 0.890 -0.264 0.279 0.309
H -2.467 0.202 -0.056 0.005 -0.020 0.029
C 1.854 1.284 -2.584 -0.305 0.151 -0.020
H -4.076 -1.759 1.472 -0.169 0.147 0.128
H 0.889 1.739 -2.821 0.017 -0.011 -0.037
H -0.329 0.759 1.081 0.261 0.087 -0.033
H 1.850 1.950 -0.446 0.145 0.170 -0.037
C 2.389 -0.041 -0.569 -0.569 0.091 -0.057
H -4.601 -0.716 0.204 0.048 -0.051 -0.051
H 0.190 -0.262 2.429 -0.050 -0.044 0.141
H 2.617 1.949 -2.993 0.026 -0.028 0.047
H 1.909 0.332 -3.110 0.070 -0.015 -0.002
C -0.324 -0.251 1.479 -0.542 0.360 -0.294
C -2.676 -0.462 0.777 -0.070 0.500 0.008
O 2.534 -0.221 0.794 0.433 -0.419 -0.358
H 0.160 -0.914 0.778 0.128 -0.149 -0.029
C 2.013 1.108 -1.108 0.117 -0.102 0.107
H -1.970 -1.236 2.444 0.169 0.027 0.059
N -1.738 -0.639 1.658 -0.029 -0.665 0.182
H 2.455 -0.933 -1.182 0.375 -0.113 0.021
N -3.887 -0.976 0.865 0.202 -0.195 -0.113
```
Forces are in eV/Å.

The calculation puts the energy above the lowest of the compared OMol25 structures with the same formula, charge and spin at 1.623 eV. The gap between HOMO and LUMO is 8.1 eV. The multiplicity is 1. Its net charge is +1. The electronic energy comes out at -382.80200 hartree.

Atomic partial charges in e from the Mulliken method, atoms 1 to 4:
1 H 0.35
2 H 0.34
3 C -1.11
4 H 0.23

Molecular formula: C5H13N2O
Method: DFT, the ωB97M-V functional and the def2-TZVPD basis

```
21
Properties=species:S:1:pos:R:3:forces:R:3
H -3.092 -0.084 0.025 -0.841 0.060 -0.739
H 0.810 -0.592 -1.510 0.283 0.136 0.047
H 2.350 -1.216 1.133 0.701 -0.894 -0.624
H 2.601 2.287 -0.970 0.416 0.160 0.629
H 3.709 0.615 0.058 -0.044 -0.135 1.243
C -0.582 -0.806 0.065 -1.216 -0.878 -0.846
H -2.289 0.453 2.094 -0.032 -0.289 -0.067
H 0.695 -2.144 -0.813 0.258 -0.249 0.445
H -0.138 0.685 1.628 0.024 -0.335 -0.050
H 1.844 0.888 -1.114 -2.168 1.823 -1.741
O -3.419 -0.558 -0.767 0.093 -0.295 -0.092
H -4.310 -0.237 -0.941 -0.049 0.009 0.064
C -0.827 0.607 0.771 1.109 2.050 1.442
N -2.137 0.682 1.102 0.828 -0.282 0.486
C 0.853 -1.097 -0.539 -0.457 1.224 0.087
C 2.622 0.507 0.035 2.706 0.391 1.297
N 1.982 1.689 -0.421 -0.249 -2.946 -1.642
H -0.611 1.419 0.062 0.066 -0.545 -0.649
C 2.080 -0.760 0.186 -1.156 1.486 0.516
H -0.909 -1.611 0.723 -0.068 0.219 0.058
H -1.232 -0.726 -0.806 -0.203 -0.711 0.135
```
Forces are in eV/Å.

The calculation puts the energy above the lowest of the compared OMol25 structures with the same formula, charge and spin at 9.087 eV. The gap between HOMO and LUMO is 4.4 eV. The multiplicity is 1. Its net charge is +1. The electronic energy comes out at -382.52769 hartree.

Atomic partial charges in e from the Mulliken method, atoms 1 to 4:
1 H 0.38
2 H 0.42
3 H 0.39
4 H 0.32

Molecular formula: C5H13N2O
Method: DFT, the ωB97M-V functional and the def2-TZVPD basis

```
21
Properties=species:S:1:pos:R:3:forces:R:3
O 1.781 -0.392 1.502 0.187 -1.706 0.504
H 2.241 -2.511 -1.082 -0.316 -0.465 -0.166
N -0.783 0.113 -1.812 -1.090 3.627 1.577
H 0.959 -2.200 1.178 1.660 0.827 -0.981
C -0.446 -0.035 -0.459 0.563 1.026 -0.271
H 3.080 -0.940 -1.143 -1.341 -0.059 1.121
H 3.620 -2.118 0.014 -1.605 0.196 -0.601
H -0.207 1.389 1.374 -1.174 -0.920 -1.160
H -2.788 2.138 1.079 1.760 -0.042 -1.472
H 2.359 0.366 1.320 0.231 -0.523 -0.743
C 1.726 -1.472 0.733 -1.613 2.828 -1.093
H -2.519 1.945 -0.686 0.095 0.190 -0.174
C -1.971 2.168 0.227 -1.040 -0.402 1.455
H -0.633 -0.589 -2.452 0.512 -1.584 -1.348
H -1.016 1.077 -2.208 0.462 -2.133 0.811
H -1.594 3.186 0.229 0.176 -0.042 -0.235
C -0.889 1.100 0.496 -0.168 -0.691 0.291
H -1.339 -0.956 1.347 -1.138 2.204 -2.184
H -2.588 -0.314 0.253 0.056 0.394 0.049
C 2.627 -1.724 -0.469 2.212 -0.218 1.751
N -1.621 -0.231 0.558 1.571 -2.505 2.869
```
Forces are in eV/Å.

The calculation puts the energy above the lowest of the compared OMol25 structures with the same formula, charge and spin at 6.293 eV. The gap between HOMO and LUMO (spin up / spin down) is 6.7 / 6.6 eV. The multiplicity is 1. Its net charge is +1. The electronic energy comes out at -382.63038 hartree.

Atomic partial charges in e from the Mulliken method, atoms 1 to 4:
1 O -0.37
2 H 0.33
3 N -0.42
4 H 0.30

Molecular formula: C5H13N2O4PTl
Method: DFT, the ωB97M-V functional and the def2-TZVPD basis

```
26
Properties=species:S:1:pos:R:3:forces:R:3
H 2.979 0.298 -2.041 -1.423 -0.316 1.820
H 1.476 -2.369 -2.574 -1.773 0.598 1.856
O -2.281 -2.823 -0.287 4.467 4.216 0.455
Tl 2.478 2.785 -2.183 0.784 1.992 -0.996
H -2.184 2.647 0.705 1.367 -1.702 0.710
H -2.627 0.902 1.517 1.751 1.445 -0.571
P -1.594 -1.274 -0.805 -5.797 -3.165 -5.169
H -0.496 1.089 3.122 -1.080 1.610 -1.166
O -1.058 -0.406 0.612 1.462 0.825 -1.924
C 0.809 -2.131 -1.614 3.014 -0.919 -0.235
H 1.341 1.038 -1.379 1.163 -2.262 0.710
H 2.824 0.889 -0.225 -1.041 -1.427 -1.548
H -0.232 2.898 2.469 -1.674 -1.740 0.257
C 1.799 -1.188 -0.652 1.060 -0.988 4.436
H 2.850 -0.922 1.047 -0.461 -0.928 -0.179
H -0.911 1.120 -0.669 0.804 -0.057 0.077
H -1.637 -3.170 0.425 -1.394 -0.110 -1.056
C -1.766 1.671 1.216 0.093 0.047 0.507
H -1.823 2.396 3.425 1.406 -0.620 -1.681
H 0.614 -3.170 -1.101 0.209 2.166 -0.772
C -1.011 2.035 2.662 0.460 0.766 1.585
O -2.842 -0.467 -1.426 5.114 -1.781 2.939
N 2.236 -1.636 0.578 -2.082 2.832 -6.089
O -0.403 -1.428 -2.066 -1.262 0.299 4.663
C 2.261 0.330 -1.100 0.201 -0.291 -0.157
N -0.802 0.888 0.343 -5.366 -0.491 1.528
```
Forces are in eV/Å.

The gap between HOMO and LUMO is 3.4 eV. The multiplicity is 1. Its net charge is +3. The electronic energy comes out at -1121.10599 hartree.

Atomic partial charges in e from the Mulliken method, atoms 1 to 4:
1 H 0.44
2 H 0.40
3 O -0.38
4 Tl 1.00

Which value of electronic energy does entry 2 give? -382.88998 hartree